Version A
{
  "formula": "H29O14",
  "method": "the ωB97M-V functional and the def2-TZVPD basis",
  "species": ["O", "H", "O", "H", "H", "O", "H", "H", "O", "H", "H", "O", "H", "H", "O", "H", "H", "O", "H", "H", "O", "H", "H", "O", "H", "H", "O", "H", "H", "O", "H", "H", "O", "H", "H", "O", "H", "H", "O", "H", "H", "H", "H"],
  "coordinates": [[1.44481, 1.90729, -0.38038], [1.89553, 1.62360, -3.99829], [1.82725, 3.39335, 2.72013], [0.79898, -4.76123, -2.04151], [2.67702, 3.00187, 2.94772], [3.04018, -1.92553, 1.00015], [0.29414, -2.19893, 4.39075], [3.98466, -2.00154, 1.17903], [0.90250, -3.82786, -2.23700], [0.37046, -3.52690, 0.39484], [1.02589, -3.67726, -3.17518], [-2.53780, 0.29427, -2.61020], [-1.94177, -0.48470, -2.60517], [-2.38153, 0.51053, -3.54519], [-1.99137, 1.04898, 4.28049], [0.13143, -1.26250, 1.34917], [-0.60866, -0.91395, 4.58566], [0.07045, -0.22412, 1.52921], [-0.18809, -0.14198, 2.46122], [2.02453, 3.74053, 1.83025], [1.20254, 1.50307, -3.33815], [1.59728, 1.13837, -2.54122], [-2.42155, 1.06073, 0.52767], [-0.01548, -2.62780, 0.31112], [1.69199, 2.71860, 0.07272], [0.92142, 2.09363, -1.16160], [-0.33489, -1.18565, -2.09913], [-1.54563, 3.68223, 1.16921], [2.69330, -2.78932, 0.78343], [-0.43304, -1.67890, 4.02245], [-2.87614, 0.67447, 4.15380], [-1.77601, 0.09698, -0.49985], [-0.64961, 0.13685, -4.49213], [0.78385, -2.30355, -0.14405], [-0.33405, 0.61111, -3.72074], [-0.74935, 3.19852, 0.95214], [0.02566, 0.48469, -5.12724], [-0.00569, 3.50379, 1.48422], [-2.20954, 0.11576, 0.37138], [-0.10195, -1.73960, -2.85538], [-1.99765, 2.01069, 4.19939], [-0.62850, -1.89804, -1.51589], [-0.90474, -0.09404, 0.99127]],
  "gap_ev": 10.3,
  "homo_energy_ev": -13.080,
  "charge": 1
}



Version B
{
  "formula": "H29O14",
  "method": "the ωB97M-V functional and the def2-TZVPD basis",
  "species": ["O", "H", "O", "H", "H", "O", "H", "H", "O", "H", "H", "O", "H", "H", "O", "H", "H", "O", "H", "H", "O", "H", "H", "O", "H", "H", "O", "H", "H", "O", "H", "H", "O", "H", "H", "O", "H", "H", "O", "H", "H", "H", "H"],
  "coordinates": [[1.15236, 1.64814, 4.60752], [0.52522, 2.12825, -2.24769], [-1.37204, -0.08085, 4.30420], [-1.42998, -0.72020, 5.01154], [-0.07197, 1.97277, 0.08612], [0.07491, 0.89625, -4.85425], [-0.23088, -3.99923, 1.16937], [0.56031, 0.31940, -5.44493], [1.47737, -1.71236, 1.68871], [2.31458, -1.29537, 1.95528], [1.68287, -2.65363, 1.69453], [-4.30295, -0.09207, -1.83662], [-4.68292, -0.95247, -1.70995], [-4.89977, 0.56407, -2.20334], [3.11672, 0.43678, 1.73049], [1.08288, 1.34081, 0.69647], [3.93577, 0.32002, 1.21941], [3.17541, 1.46645, -2.01590], [3.98508, 1.83700, -2.39096], [3.25210, 0.58148, -2.41573], [-1.27179, -0.37272, 0.65939], [-0.66795, -0.89218, 1.23121], [-1.92809, -0.03362, 1.29800], [-3.02080, 1.35717, 0.17370], [-3.22648, 2.26595, -0.07762], [1.05262, 0.81027, 4.13699], [0.19362, 2.53843, -1.43304], [2.70856, -2.16611, -2.76264], [-0.86275, 0.83833, -5.04275], [-0.99896, -3.64642, 1.62525], [3.51047, 1.08187, 2.34192], [-3.13986, -1.90994, -1.08757], [-2.32592, -2.15990, -1.51897], [-3.35566, 0.88053, -0.61760], [-2.07031, -3.03765, -1.21910], [3.11628, -1.47881, -3.28607], [-1.15668, 0.76499, 4.68392], [2.85143, -1.49584, -4.19869], [0.18193, 1.57842, 0.98504], [0.62511, 3.40304, -1.42720], [-0.49951, 0.64329, 0.94144], [2.06370, 1.81947, 4.35316], [-1.12399, -2.79379, 1.19696]],
  "gap_ev": 11.4,
  "homo_energy_ev": -14.001,
  "charge": 1
}



We find version B to be the most stable, with the next structure 4.6 kcal/mol higher.



Version A
{
  "formula": "C40H60O30",
  "method": "the ωB97M-V functional and the def2-TZVPD basis",
  "species": ["C", "C", "C", "O", "C", "O", "O", "H", "H", "H", "H", "H", "H", "C", "C", "C", "O", "C", "O", "O", "H", "H", "H", "H", "H", "H", "C", "C", "C", "O", "C", "O", "O", "H", "H", "H", "H", "H", "H", "C", "C", "C", "O", "C", "O", "O", "H", "H", "H", "H", "H", "H", "C", "C", "C", "O", "C", "O", "O", "H", "H", "H", "H", "H", "H", "C", "C", "C", "O", "C", "O", "O", "H", "H", "H", "H", "H", "H", "C", "C", "C", "O", "C", "O", "O", "H", "H", "H", "H", "H", "H", "C", "C", "C", "O", "C", "O", "O", "H", "H", "H", "H", "H", "H", "C", "C", "C", "O", "C", "O", "O", "H", "H", "H", "H", "H", "H", "C", "C", "C", "O", "C", "O", "O", "H", "H", "H", "H", "H", "H"],
  "coordinates": [[-1.52591, 2.14279, 4.65159], [-0.97827, 0.88611, 5.36248], [0.54117, 0.76857, 5.18476], [0.90559, 0.76903, 6.58502], [-0.09543, 0.81137, 7.43116], [-0.02756, 0.76245, 8.62008], [-1.29657, 0.92947, 6.76137], [-2.47688, 1.89110, 4.16979], [-0.79069, 2.36610, 3.88108], [-1.82813, 3.04218, 5.18459], [-1.55143, 0.04502, 4.97025], [0.95282, 1.65668, 4.71315], [0.89891, -0.13057, 4.69154], [2.30122, 1.01365, -4.37218], [3.39228, 0.31430, -3.53625], [3.60555, -1.14728, -3.82316], [4.86428, -1.19751, -4.51350], [5.36790, 0.03539, -4.57575], [6.35656, 0.30463, -5.20481], [4.66619, 0.90468, -3.86292], [1.87907, 1.87390, -3.84883], [1.43550, 0.37991, -4.56566], [2.62282, 1.45972, -5.31528], [3.09245, 0.50872, -2.50671], [2.91439, -1.42364, -4.62491], [3.43444, -1.79128, -2.96303], [-0.73980, -1.53063, 1.16031], [0.38655, -0.47751, 1.05032], [0.44460, 0.24839, -0.32195], [0.71749, 1.58601, 0.09247], [0.68412, 1.74563, 1.42901], [0.88205, 2.74826, 2.02565], [0.20247, 0.57994, 1.94185], [-1.65249, -0.95255, 0.98701], [-0.69976, -2.01844, 2.12569], [-0.66493, -2.08717, 0.22675], [1.35239, -0.97291, 1.18172], [-0.53428, 0.31155, -0.80294], [1.15796, -0.19611, -1.00908], [0.43809, 8.07198, 3.90204], [0.04368, 6.61313, 3.90057], [1.05978, 5.49965, 3.86497], [0.68487, 4.63425, 4.90473], [-0.17185, 5.23419, 5.75534], [-0.61391, 4.81008, 6.76318], [-0.67861, 6.34800, 5.13839], [1.08536, 8.32209, 4.75077], [-0.40127, 8.73929, 4.09374], [1.00152, 8.38402, 3.02225], [-0.74294, 6.48103, 3.15118], [2.05346, 5.82794, 4.19358], [1.08394, 5.08395, 2.86156], [2.45872, 4.85371, -2.61737], [1.96192, 5.78550, -1.53686], [2.10290, 5.27751, -0.08623], [2.77496, 6.32640, 0.61305], [3.26510, 7.20297, -0.26249], [4.00114, 8.10056, 0.03826], [2.82554, 6.94745, -1.49518], [2.51066, 5.33675, -3.59763], [1.72614, 4.04722, -2.64808], [3.52574, 4.63506, -2.52625], [0.92816, 6.03862, -1.77659], [2.72381, 4.38333, -0.02545], [1.12496, 5.05879, 0.33608], [-5.55243, -2.66883, 0.54748], [-5.44432, -1.16532, 0.26202], [-4.89369, -0.28785, 1.38276], [-4.15413, 0.67943, 0.68523], [-3.75420, 0.17488, -0.48620], [-2.83160, 0.55402, -1.13634], [-4.45863, -0.94049, -0.78225], [-4.60578, -3.14134, 0.29600], [-6.26375, -3.08496, -0.16802], [-5.94313, -2.75774, 1.55888], [-6.36142, -0.75365, -0.16537], [-4.29381, -0.85323, 2.10209], [-5.70904, 0.18045, 1.93502], [-0.55514, -5.29758, -2.79591], [-1.19982, -4.04466, -3.42812], [-2.28350, -3.36088, -2.59295], [-1.85608, -2.04427, -2.34805], [-0.68547, -1.86626, -3.02473], [-0.15623, -0.81254, -3.21763], [-0.23862, -2.99574, -3.54385], [0.35208, -5.51795, -3.35303], [-1.26561, -6.10800, -2.97469], [-0.45285, -5.15447, -1.72174], [-1.49527, -4.38585, -4.42067], [-2.61251, -3.87491, -1.68829], [-3.21557, -3.41048, -3.17228], [-3.12085, -8.69867, 1.70838], [-2.53953, -7.80480, 0.65504], [-3.44883, -7.41000, -0.54200], [-3.19150, -5.99693, -0.58673], [-2.51481, -5.56684, 0.48455], [-2.36421, -4.39968, 0.71388], [-1.97769, -6.59619, 1.14040], [-2.43556, -8.70817, 2.56011], [-3.05985, -9.74973, 1.42089], [-4.12587, -8.42301, 2.02505], [-1.68674, -8.32417, 0.20093], [-4.44242, -7.73225, -0.22122], [-3.20306, -7.96579, -1.44025], [-2.20812, 1.57624, -5.18624], [-2.11671, 2.44139, -3.95706], [-0.75426, 2.62048, -3.25683], [-0.62812, 4.04335, -3.13138], [-1.70098, 4.65308, -3.66413], [-1.84412, 5.82600, -3.69009], [-2.55113, 3.74613, -4.26420], [-2.06184, 0.51434, -4.97103], [-1.44499, 1.79058, -5.93728], [-3.20084, 1.64961, -5.62933], [-2.65111, 2.00925, -3.10641], [0.12396, 2.15203, -3.69579], [-0.85961, 2.12405, -2.29210], [5.39760, -4.41415, 2.00104], [5.21216, -3.39836, 0.89055], [5.26468, -3.97172, -0.54764], [3.94779, -3.85381, -1.05602], [3.21623, -3.07505, -0.23409], [2.16059, -2.59609, -0.49343], [3.86781, -2.92585, 0.93717], [6.31320, -4.96150, 1.77447], [4.53427, -5.05933, 2.16694], [5.48366, -3.96726, 2.99417], [5.88342, -2.54029, 0.90686], [5.76984, -4.93699, -0.57719], [5.91956, -3.33509, -1.14753]],
  "gap_ev": 9.9,
  "homo_energy_ev": -10.219
}



Version B
{
  "formula": "C40H60O30",
  "method": "the ωB97M-V functional and the def2-TZVPD basis",
  "species": ["C", "C", "C", "O", "C", "O", "O", "H", "H", "H", "H", "H", "H", "C", "C", "C", "O", "C", "O", "O", "H", "H", "H", "H", "H", "H", "C", "C", "C", "O", "C", "O", "O", "H", "H", "H", "H", "H", "H", "C", "C", "C", "O", "C", "O", "O", "H", "H", "H", "H", "H", "H", "C", "C", "C", "O", "C", "O", "O", "H", "H", "H", "H", "H", "H", "C", "C", "C", "O", "C", "O", "O", "H", "H", "H", "H", "H", "H", "C", "C", "C", "O", "C", "O", "O", "H", "H", "H", "H", "H", "H", "C", "C", "C", "O", "C", "O", "O", "H", "H", "H", "H", "H", "H", "C", "C", "C", "O", "C", "O", "O", "H", "H", "H", "H", "H", "H", "C", "C", "C", "O", "C", "O", "O", "H", "H", "H", "H", "H", "H"],
  "coordinates": [[32.81400, 39.25900, 67.02800], [32.36200, 38.44200, 68.34100], [32.47900, 36.83100, 68.30300], [33.20200, 36.55200, 69.39900], [33.59300, 37.60100, 70.03100], [34.29200, 37.70800, 71.07200], [33.02400, 38.71400, 69.55300], [32.64300, 40.29700, 66.81600], [32.64100, 38.79200, 66.15600], [33.91600, 39.24100, 66.86400], [31.35800, 38.75700, 68.73100], [33.07900, 36.57700, 67.28500], [31.45400, 36.43600, 68.30800], [23.48600, 35.41100, 66.85700], [24.09900, 35.50600, 65.49600], [24.04300, 34.28100, 64.73100], [23.33000, 34.50700, 63.57000], [22.93700, 35.80900, 63.58700], [22.32900, 36.29300, 62.66700], [23.18200, 36.35100, 64.71000], [24.12900, 34.83700, 67.50200], [22.56000, 34.83600, 66.89700], [23.58900, 36.37700, 67.29300], [24.98800, 36.10400, 65.43700], [23.56400, 33.41400, 65.31100], [25.10500, 33.80500, 64.39100], [36.51600, 32.48200, 64.21600], [35.27800, 33.14100, 64.64500], [35.18400, 34.57000, 64.16000], [34.39800, 34.44900, 62.85800], [33.82600, 33.21600, 62.76500], [32.97000, 32.89100, 61.95600], [34.08500, 32.59600, 63.92800], [36.29600, 31.38700, 64.40100], [37.46500, 32.57500, 64.77200], [36.60800, 32.83900, 63.20500], [35.20300, 32.99100, 65.70100], [36.15200, 34.89600, 64.00600], [34.57000, 35.22900, 64.69800], [32.06400, 26.98000, 66.93700], [32.99200, 28.28700, 66.55000], [33.88900, 28.13900, 65.38300], [33.34000, 29.20700, 64.48600], [32.43700, 29.85200, 65.29000], [31.84300, 30.77100, 64.71000], [32.15800, 29.33700, 66.32300], [32.43000, 26.35400, 67.51900], [31.61600, 26.71400, 66.03700], [31.48000, 27.33800, 67.72600], [33.66300, 28.44300, 67.53800], [33.91700, 27.24500, 64.83700], [35.12000, 28.25400, 65.53600], [28.09800, 38.87600, 61.88100], [28.65300, 38.21600, 63.11200], [30.20500, 38.56000, 63.38200], [30.25500, 39.14000, 64.60500], [29.03700, 39.30100, 65.10900], [28.83400, 39.86900, 66.20400], [28.16100, 38.84800, 64.26800], [28.47700, 38.35200, 60.87900], [28.57300, 39.79000, 61.64900], [27.08300, 38.81700, 61.94000], [28.34700, 37.23700, 63.37300], [30.61900, 39.07100, 62.51200], [30.92200, 37.69600, 63.24500], [31.18400, 34.55100, 65.28200], [30.17600, 33.77700, 64.36300], [29.09300, 32.97800, 65.13000], [28.02000, 33.21900, 64.39800], [28.11000, 34.35300, 63.72900], [27.18600, 34.92600, 63.18600], [29.37600, 34.77000, 63.70600], [31.93800, 33.94000, 65.87800], [30.71800, 35.20400, 65.94800], [32.19300, 35.05700, 64.92700], [30.70700, 33.27100, 63.70200], [29.23000, 33.43200, 66.20000], [29.46300, 31.74800, 65.13800], [33.81500, 31.28000, 69.29200], [32.67500, 31.99900, 69.82000], [32.33800, 33.34900, 69.04300], [31.12500, 33.00400, 68.40200], [30.67500, 31.87800, 68.76500], [29.57000, 31.52900, 68.50300], [31.45000, 31.21100, 69.66300], [34.05400, 30.38500, 69.65400], [34.66700, 31.75100, 69.41300], [33.64200, 30.90500, 68.14200], [32.83600, 32.05000, 71.05400], [33.17400, 33.55500, 68.42000], [32.21300, 34.21300, 69.87200], [29.52400, 29.88600, 62.67500], [29.74900, 30.91300, 61.50600], [30.27900, 30.35700, 60.18600], [29.15700, 30.53600, 59.30800], [28.21100, 31.20400, 59.87400], [27.17900, 31.56600, 59.38400], [28.53600, 31.44500, 61.10800], [29.17400, 28.90700, 62.46100], [29.05000, 30.41800, 63.40100], [30.54400, 29.59300, 62.88400], [30.49800, 31.65600, 61.95600], [30.44700, 29.22300, 60.29200], [31.11400, 30.82000, 59.83100], [28.23500, 37.12000, 70.43400], [28.39800, 35.95400, 69.52300], [27.10400, 35.25700, 69.33200], [26.84800, 35.40400, 67.84700], [27.85400, 36.03100, 67.40800], [27.93900, 36.16500, 66.20000], [28.71900, 36.53000, 68.19400], [29.15700, 37.51300, 70.45400], [27.93400, 36.83000, 71.51800], [27.59600, 37.82100, 69.87000], [29.05100, 35.12900, 69.85300], [26.19500, 35.65400, 69.87700], [27.29000, 34.19400, 69.56000], [25.41100, 34.79400, 60.73000], [26.34400, 35.69300, 60.02800], [26.87300, 35.14200, 58.69800], [26.64800, 36.25500, 57.80900], [26.16800, 37.24600, 58.47700], [26.07900, 38.33300, 58.02500], [25.75500, 36.90200, 59.75100], [24.78200, 35.34800, 61.56800], [25.83200, 33.81600, 61.36600], [24.44100, 34.72600, 60.04200], [27.21800, 35.88200, 60.63000], [26.34100, 34.27700, 58.26200], [27.98600, 34.95500, 58.70100]],
  "gap_ev": 9.1,
  "homo_energy_ev": -9.751
}



We find version A to be the most stable, with the next structure 286.9 kcal/mol higher.



Version A
{
  "formula": "CH2N3O",
  "method": "the ωB97M-V functional and the def2-TZVPD basis",
  "species": ["N", "N", "C", "N", "O", "H", "H"],
  "coordinates": [[1.03208, -2.99535, -1.70949], [0.86780, -2.00215, -1.30209], [1.07322, -0.50014, -0.93193], [0.14075, -0.03688, -0.14468], [1.98172, -0.19616, -1.62823], [-0.74736, -0.51349, -0.12750], [0.45283, 0.72774, 0.41759]],
  "gap_ev": 11.5,
  "homo_energy_ev": -17.764,
  "charge": 1
}



Version B
{
  "formula": "CH2N3O",
  "method": "the ωB97M-V functional and the def2-TZVPD basis",
  "species": ["N", "N", "C", "N", "O", "H", "H"],
  "coordinates": [[-2.13596, -1.15776, -0.00096], [-1.14591, -0.71968, 0.04293], [-0.14883, 0.40200, -0.07119], [1.08385, 0.07358, -0.05376], [-0.77287, 1.47653, -0.06853], [1.33091, -0.90060, 0.13117], [1.78879, 0.82593, 0.02034]],
  "gap_ev": 10.6,
  "homo_energy_ev": -17.398,
  "charge": 1
}



We find version A to be the most stable, with the next structure 2.3 kcal/mol higher.